Record 1
Density functional theory data (ωB97M-V/def2-TZVPD) for a 2-piece molecular cluster, C3H3ClS overall.

The geometry in XYZ format:
```
8
Properties=species:S:1:pos:R:3:lowdin_charge:R:1
C 0.999 0.604 0.311 -0.0281
C -0.802 -0.899 -0.286 -0.7852
C -0.276 0.345 0.121 -0.9184
S -2.283 -1.520 -0.217 0.7049
Cl -1.431 1.624 0.229 0.6482
H 1.551 1.595 0.512 0.1052
H 1.748 -0.225 -0.047 0.0891
H 0.494 -1.524 -0.623 0.1842
```

Results
Kohn-Sham gap	7.91	eV
HOMO	-0.3340	hartree
charge	0
relative energy (zero: lowest compared OMol25 entry of this formula, charge and spin)	41.3	kcal/mol
lowest unoccupied orbital energy	-1.177	eV

=====

Record 2
Density functional theory data (ωB97M-V/def2-TZVPD) for one molecule with the formula C3H3ClS.

The geometry in XYZ format:
```
8
Properties=species:S:1:pos:R:3:lowdin_charge:R:1
C 0.725 0.210 0.994 -0.0030
C -0.061 -0.502 0.144 -0.8080
Cl -0.504 -2.144 0.492 0.6512
C -0.682 0.242 -0.979 -0.7192
S -0.202 1.577 -1.710 0.7186
H 1.060 1.222 0.710 0.0585
H 1.200 -0.299 1.795 0.0504
H -1.537 -0.305 -1.447 0.0516
```

Results
Kohn-Sham gap	8.06	eV
HOMO	-0.3339	hartree
charge	0
relative energy (zero: lowest compared OMol25 entry of this formula, charge and spin)	4.7	kcal/mol
lowest unoccupied orbital energy	-1.025	eV
SMILES	C=C(Cl)C=S

=====

Record 3
Density functional theory data (ωB97M-V/def2-TZVPD) for one molecule with the formula C3H3ClS2.

The geometry in XYZ format:
```
9
Properties=species:S:1:pos:R:3:lowdin_charge:R:1
C 1.307 1.128 0.372 -0.5770
C 2.242 0.294 0.154 -0.8234
C -0.424 -0.850 -0.040 -0.8920
S -0.325 0.720 0.724 0.8525
S 1.054 -1.890 0.406 0.6158
Cl 3.831 0.248 -0.086 0.7515
H 1.293 2.183 0.424 0.0599
H -1.261 -1.262 0.396 -0.0138
H -0.707 -0.774 -1.059 0.0264
```

Results
Kohn-Sham gap	7.73	eV
HOMO	-0.3172	hartree
charge	0
relative energy (zero: lowest compared OMol25 entry of this formula, charge and spin)	56.8	kcal/mol
lowest unoccupied orbital energy	-0.902	eV

=====

Record 4
Density functional theory data (ωB97M-V/def2-TZVPD) for C3H3CoO2 as an isolated structure.

The geometry in XYZ format:
```
9
Properties=species:S:1:pos:R:3:lowdin_charge:R:1
C -1.867 0.094 -0.213 0.0884
C -0.603 0.375 0.080 -0.1668
H -2.181 -0.907 -0.510 0.0897
H -0.256 1.348 0.435 0.1193
H -2.629 0.857 -0.058 0.0865
O 0.346 -0.656 0.287 0.0256
C 1.623 -0.334 0.380 -0.3296
O 2.447 -1.246 0.140 0.0165
Co 3.121 0.471 -0.540 1.0704
```

Results
expectation value of S²	3.7639
Kohn-Sham gap (spin up / spin down)	7.38 / 6.92	eV
HOMO (spin up / spin down)	-0.5125 / -0.5118	hartree
charge	+1
multiplicity	4
relative energy (zero: lowest compared OMol25 entry of this formula, charge and spin)	16.4	kcal/mol
lowest unoccupied orbital energy (spin up / spin down)	-6.565 / -7.004	eV

=====

Record 5
Density functional theory data (ωB97M-V/def2-TZVPD) for C3H3CuO3 as an isolated structure.

The geometry in XYZ format:
```
10
Properties=species:S:1:pos:R:3:lowdin_charge:R:1
O 1.168 -1.059 0.741 -0.0384
C 1.807 -0.211 1.382 -0.2730
C 1.385 1.141 1.514 0.1806
C -3.008 -0.338 -2.714 -0.3515
O -3.868 0.065 -3.363 0.2876
O -2.194 -0.722 -1.975 0.1653
Cu -0.432 -1.656 -0.674 0.7168
H 2.067 1.887 1.920 0.0873
H 2.706 -0.530 1.938 0.1395
H 0.369 1.421 1.231 0.0858
```

Results
expectation value of S²	0.7613
Kohn-Sham gap (spin up / spin down)	9.18 / 8.95	eV
HOMO (spin up / spin down)	-0.5252 / -0.5485	hartree
charge	+1
multiplicity	2
relative energy (zero: lowest compared OMol25 entry of this formula, charge and spin)	1.4	kcal/mol
lowest unoccupied orbital energy (spin up / spin down)	-5.110 / -5.979	eV

=====

Record 6
Density functional theory data (ωB97M-V/def2-TZVPD) for C3H3DyLiO2 as an isolated structure.

The geometry in XYZ format:
```
10
Properties=species:S:1:pos:R:3:lowdin_charge:R:1
H -2.400 0.297 -0.654 0.1561
O 1.055 0.495 0.685 -0.5148
C 0.003 -0.300 0.759 -0.3705
C -0.559 -0.991 -0.262 -0.0092
C -1.291 0.422 -0.668 -0.1678
O -0.807 1.455 -1.109 -0.0521
Li 0.714 1.891 -0.533 0.7400
Dy 3.412 0.079 1.413 1.8923
H -0.112 -1.834 -0.785 0.1395
H -0.015 -1.514 1.153 0.1867
```

Results
expectation value of S²	12.7222
Kohn-Sham gap (spin up / spin down)	6.09 / 5.00	eV
HOMO (spin up / spin down)	-0.5589 / -0.5615	hartree
charge	+2
multiplicity	7
lowest unoccupied orbital energy (spin up / spin down)	-9.118 / -10.276	eV

=====

- Which of these has the highest charge?
  C3H3DyLiO2